(1)
Computed, not measured: a structure of composition C20H28ClMnN3O5 in a non-equilibrium geometry, with wB97M-V/def2-TZVPD.

Values from the calculation:
HOMO-LUMO gap (spin up / spin down)	4.455 / 3.095	eV
DFT total energy	-79742.3278	eV
highest occupied orbital energy (spin up / spin down)	-1.6 / -0.3	eV

Geometry as ORCA input:
```
! wB97M-V def2-TZVPD RIJCOSX def2/J DEFGRID3
* xyz -1 5
Mn -0.193 0.445 0.035
Cl -0.970 2.569 -0.282
N -0.797 -0.466 -1.725
N 0.412 0.694 2.023
C -0.244 -1.618 -2.046
C 1.605 1.224 2.206
C -1.404 0.106 -2.945
C -1.438 -1.098 -3.876
C -0.497 1.185 -3.495
C -2.781 0.657 -2.647
H 0.518 0.792 -3.632
H -0.464 2.035 -2.807
H -0.885 1.513 -4.466
H -3.397 -0.103 -2.155
H -3.254 0.965 -3.588
H -2.700 1.530 -1.987
C -0.280 0.635 3.333
C 0.891 0.786 4.298
C -1.009 -0.683 3.502
C -1.248 1.800 3.456
H -0.801 2.721 3.059
H -1.500 1.954 4.513
H -2.171 1.591 2.901
H -0.306 -1.514 3.379
H -1.822 -0.780 2.772
H -1.445 -0.727 4.508
O 1.981 1.333 3.469
H 1.233 -0.182 4.694
H 0.729 1.482 5.130
O -0.527 -2.075 -3.249
H -1.061 -0.911 -4.888
H -2.428 -1.570 -3.932
C 0.730 -2.314 -1.176
C 2.527 1.675 1.117
C 2.756 0.590 0.098
H 3.466 2.013 1.569
H 2.035 2.547 0.640
C 1.685 -0.204 -0.278
C 1.876 -1.359 -1.033
H -3.065 1.201 0.410
C 3.099 -1.545 -1.705
C 4.138 -0.650 -1.455
C 3.266 -2.662 -2.692
C 3.991 0.419 -0.570
H 5.091 -0.790 -1.966
C 5.131 1.360 -0.337
H 5.929 1.141 -1.052
H 5.549 1.258 0.673
H 4.828 2.407 -0.470
H 3.354 -3.637 -2.194
H 4.181 -2.506 -3.274
H 2.422 -2.720 -3.392
H 1.005 -3.271 -1.622
H 0.231 -2.488 -0.206
O -4.934 -0.502 2.072
N -4.369 -0.147 1.067
O -4.319 -0.646 -0.046
O -3.603 1.127 1.239
*
```

Atomic partial charges in e from the Löwdin method, atoms 1 to 6: 0.30, -0.01, 0.06, 0.05, -0.36, -0.34

(2)
Computed, not measured: a cluster of 6 separate species, C20H28F12O16S2 in total in a non-equilibrium geometry, with wB97M-V/def2-TZVPD.

Values from the calculation:
HOMO-LUMO gap	11.497	eV
DFT total energy	-108231.9753	eV
highest occupied orbital energy	-11.1	eV
structure (SMILES)	CCOC(=O)C(F)(F)F.CCOC(=O)C(F)(F)F.CCOC(=O)C(F)(F)F.CCOC(=O)C(F)(F)F.O=S1(=O)OCCO1.O=S1(=O)OCCO1

Geometry as ORCA input:
```
! wB97M-V def2-TZVPD RIJCOSX def2/J DEFGRID3
* xyz 0 1
C 0.697 -7.442 6.333
C 0.295 -7.697 4.844
O -0.385 -6.537 4.300
C 0.425 -5.502 4.002
O 1.598 -5.553 3.781
C -0.329 -4.182 3.676
F -0.333 -3.953 2.369
F -1.641 -4.284 4.022
F 0.258 -3.186 4.313
H 1.354 -8.209 6.740
H -0.246 -7.551 6.871
H 1.167 -6.474 6.490
H -0.359 -8.532 4.613
H 1.243 -7.889 4.339
C 0.514 1.758 -1.708
C 0.197 0.294 -1.624
O -0.080 -0.181 -0.311
C -1.369 -0.449 0.075
O -2.309 -0.403 -0.664
C -1.473 -0.864 1.533
F -2.112 0.104 2.187
F -2.099 -2.011 1.740
F -0.245 -0.963 2.066
H 0.571 2.127 -2.731
H 1.435 2.034 -1.190
H -0.258 2.347 -1.209
H 1.005 -0.369 -1.932
H -0.714 0.094 -2.195
C 0.906 -0.491 6.477
C 1.562 -0.349 5.111
O 1.178 0.806 4.334
C 1.888 1.145 3.260
O 2.714 0.441 2.754
C 1.435 2.525 2.754
F 0.255 2.386 2.132
F 1.239 3.375 3.786
F 2.350 3.003 1.948
H 0.834 -1.568 6.641
H -0.157 -0.349 6.255
H 1.317 0.051 7.321
H 1.264 -1.243 4.572
H 2.646 -0.359 5.225
C -2.918 3.508 0.676
C -3.286 3.597 -0.806
O -2.242 4.101 -1.632
C -2.442 4.953 -2.606
O -3.494 5.447 -2.904
C -1.109 5.291 -3.320
F -0.782 6.570 -2.966
F -0.133 4.437 -3.100
F -1.287 5.296 -4.635
H -2.507 4.456 1.020
H -2.136 2.750 0.764
H -3.767 3.174 1.267
H -4.190 4.197 -0.908
H -3.514 2.594 -1.172
C -2.916 1.520 -4.638
C -2.621 0.043 -4.999
O -2.130 0.004 -6.311
S -1.842 1.544 -6.919
O -2.898 1.767 -7.839
O -0.458 1.551 -7.314
O -2.016 2.275 -5.443
H -2.636 1.717 -3.606
H -3.899 1.853 -4.971
H -3.603 -0.409 -4.857
H -1.905 -0.289 -4.248
C 4.305 1.302 -4.048
C 3.420 0.279 -4.815
O 3.189 -0.758 -3.821
S 4.377 -0.837 -2.709
O 5.180 -2.039 -2.789
O 3.945 -0.536 -1.387
O 5.166 0.492 -3.248
H 3.632 2.041 -3.617
H 4.999 1.743 -4.761
H 3.872 -0.193 -5.684
H 2.409 0.657 -4.952
*
```

Atomic partial charges in e from the Löwdin method, atoms 1 to 6: -0.04, -0.18, 0.02, -0.38, 0.17, -0.54

(3)
Computed, not measured: a cluster of 2 separate species, C20H28F5N3O4P in total in a non-equilibrium geometry, with wB97M-V/def2-TZVPD.

Values from the calculation:
HOMO-LUMO gap	8.363	eV
DFT total energy	-56724.3898	eV
highest occupied orbital energy	-11.3	eV

Geometry as ORCA input:
```
! wB97M-V def2-TZVPD RIJCOSX def2/J DEFGRID3
* xyz 1 1
C -0.663 5.377 3.929
P 0.843 4.903 2.964
C 2.130 4.498 4.244
N 0.564 3.377 2.096
C 0.856 3.188 0.759
C 0.553 1.928 0.371
C 0.675 1.240 -0.987
F -0.304 1.750 -1.797
F 0.608 -0.091 -0.890
C 2.020 1.601 -1.657
C 2.257 2.908 -2.089
C 3.472 3.157 -2.679
C 4.415 2.162 -2.859
C 4.159 0.877 -2.445
C 5.122 -0.278 -2.642
F 4.573 -1.140 -3.528
F 6.338 0.092 -3.027
F 5.231 -0.987 -1.489
C 2.936 0.602 -1.838
N 0.063 1.331 1.541
C -0.409 -0.041 1.807
O -1.317 -0.485 0.850
C -1.277 -1.905 0.837
O -0.137 -2.390 0.186
C 0.056 -3.787 0.404
C 1.564 -4.033 0.377
O 2.106 -3.603 -0.873
C 0.067 2.206 2.520
H -0.404 5.860 4.879
H -1.214 6.113 3.332
H -1.306 4.498 4.089
H 2.755 5.373 4.444
H 2.733 3.680 3.826
H 1.679 4.161 5.187
H 1.284 3.973 0.148
H 1.513 3.687 -1.940
H 3.701 4.169 -3.011
H 5.372 2.365 -3.338
H 2.761 -0.430 -1.537
H 0.466 -0.689 1.955
H -0.937 -0.004 2.778
H -1.210 -2.230 1.896
H -2.173 -2.298 0.334
H -0.319 -4.151 1.373
H -0.392 -4.341 -0.435
H 2.046 -3.399 1.147
H 1.819 -5.083 0.575
H 2.913 -4.095 -1.056
H -0.283 2.015 3.528
C -6.041 -4.619 -0.937
C -4.751 -4.007 -1.423
O -3.658 -4.436 -1.079
N -4.836 -2.947 -2.270
C -6.033 -2.306 -2.784
H -5.812 -5.449 -0.274
H -6.624 -3.882 -0.384
H -6.621 -4.996 -1.780
H -3.938 -2.588 -2.556
H -6.027 -2.365 -3.873
H -6.029 -1.256 -2.488
H -6.934 -2.779 -2.408
*
```

Atomic partial charges in e from the Löwdin method, atoms 1 to 6: -0.27, 0.95, -0.27, -0.20, -0.02, -0.01

(4)
Computed, not measured: the molecule C20H28FN3O2, with wB97M-V/def2-TZVPD.

Values from the calculation:
HOMO-LUMO gap	8.603	eV
DFT total energy	-32477.0593	eV
highest occupied orbital energy	-7.9	eV
structure (SMILES)	CC(C)=CC(=O)N1CC[C@@H](N2CCN(c3ccccc3F)CC2)[C@H](O)C1

Geometry as ORCA input:
```
! wB97M-V def2-TZVPD RIJCOSX def2/J DEFGRID3
* xyz 0 1
C -5.861 -3.155 -0.288
C -5.357 -1.845 0.236
C -4.899 -0.901 -0.586
C -4.430 0.441 -0.173
O -4.997 1.118 0.669
N -3.357 0.929 -0.863
C -2.409 0.123 -1.588
H -2.806 -0.871 -1.785
C -1.111 -0.022 -0.779
O -0.190 -0.781 -1.518
H 0.687 -0.574 -1.164
C -0.543 1.375 -0.471
N 0.754 1.227 0.168
C 1.661 2.339 -0.059
C 2.939 2.108 0.772
N 3.161 0.709 1.030
C 3.901 -0.071 0.168
C 4.380 -1.330 0.565
C 5.154 -2.128 -0.248
C 5.511 -1.683 -1.510
C 5.080 -0.436 -1.925
C 4.290 0.351 -1.109
H 3.960 1.308 -1.476
H 5.352 -0.070 -2.904
H 6.120 -2.299 -2.151
H 5.485 -3.084 0.127
F 4.107 -1.795 1.814
C 2.107 0.124 1.840
H 2.362 0.199 2.904
C 0.769 0.838 1.566
H -0.048 0.146 1.768
H 0.649 1.707 2.233
H 2.002 -0.930 1.586
H 2.834 2.597 1.746
H 3.810 2.539 0.279
H 1.890 2.366 -1.129
H 1.218 3.309 0.220
C -1.595 2.199 0.281
H -1.229 3.210 0.464
H -1.820 1.733 1.241
C -2.875 2.259 -0.554
H -3.666 2.773 -0.005
H -2.683 2.786 -1.495
H -0.347 1.857 -1.438
H -1.353 -0.539 0.165
H -2.173 0.603 -2.545
H -4.914 -1.074 -1.654
C -5.372 -1.715 1.726
H -4.661 -2.413 2.168
H -6.361 -1.963 2.108
H -5.125 -0.704 2.032
H -5.298 -3.978 0.151
H -6.906 -3.287 -0.009
H -5.780 -3.212 -1.370
*
```

Atomic partial charges in e from the Löwdin method, atoms 1 to 6: -0.06, -0.32, 0.00, -0.44, 0.05, -0.05

(5)
Computed, not measured: a structure of composition C20H28FN3O6S in a non-equilibrium geometry, with wB97M-V/def2-TZVPD.

Values from the calculation:
HOMO-LUMO gap	9.272	eV
DFT total energy	-51487.2455	eV
highest occupied orbital energy	-8.9	eV

Geometry as ORCA input:
```
! wB97M-V def2-TZVPD RIJCOSX def2/J DEFGRID3
* xyz 0 1
O -2.529 -0.130 2.437
C -1.237 0.030 2.169
N -0.715 1.081 1.349
H 0.183 1.033 1.251
C -1.695 1.674 0.437
H -2.734 1.826 1.162
H -1.361 2.716 0.696
C -1.976 1.325 -0.959
H -1.046 1.253 -1.446
C -2.952 2.111 -1.589
H -2.984 3.409 -1.296
H -2.951 2.151 -2.758
C -4.295 1.335 -1.263
H -4.993 1.531 -1.945
C -3.914 0.108 -0.761
H -4.206 -0.029 0.557
H -4.337 -0.853 -1.137
O -2.541 -0.046 -0.749
H -4.689 2.200 -0.422
C -0.371 -0.737 3.044
N 0.668 -1.374 2.031
C 1.768 -0.603 2.180
O 1.994 0.552 2.519
C 3.011 -1.374 1.574
N 3.031 -1.307 -0.286
S 3.959 -0.277 -0.870
O 5.202 -0.424 -0.302
O 3.748 -0.444 -2.283
C 2.948 1.207 -0.405
C 2.016 1.574 -1.268
C 1.309 2.899 -1.133
C 1.645 3.519 -0.111
C 2.760 3.227 0.860
C 3.395 1.892 0.536
H 4.223 1.643 1.162
H 3.035 4.012 1.715
F 1.017 4.681 0.109
H 0.490 3.149 -1.448
H 1.720 1.028 -2.163
H 1.978 -1.425 -0.330
H 4.065 -0.959 1.827
H 3.015 -2.368 2.043
C 0.275 -2.603 1.408
H 1.230 -3.234 1.118
H -0.337 -3.150 1.946
C -0.284 -2.299 0.105
C -0.670 -3.570 -0.698
H 0.239 -4.280 -0.723
C -0.938 -2.726 -2.211
H -2.100 -2.333 -2.114
C 0.090 -1.638 -2.144
H 1.040 -1.943 -2.603
H -0.120 -0.733 -2.706
O 0.373 -1.444 -0.629
H -0.693 -3.574 -2.818
H -1.583 -3.906 -0.174
H -1.397 -1.788 0.324
H 0.054 -0.110 3.705
H -0.835 -1.486 3.480
*
```

Atomic partial charges in e from the Löwdin method, atoms 1 to 6: -0.04, -0.32, 0.14, 0.02, -0.15, 0.21

(6)
Computed, not measured: a structure of composition C20H28IrN2O12Si, with wB97M-V/def2-TZVPD.

Values from the calculation:
HOMO-LUMO gap (spin up / spin down)	6.249 / 6.012	eV
DFT total energy	-59452.2902	eV
highest occupied orbital energy (spin up / spin down)	-6.9 / -9.3	eV

Geometry as ORCA input:
```
! wB97M-V def2-TZVPD RIJCOSX def2/J DEFGRID3
* xyz 0 6
Ir 0.054 -0.623 1.527
O -2.592 2.595 0.266
C -1.610 1.757 0.548
O -1.699 0.554 0.408
C -0.384 2.448 1.090
O 0.749 1.613 0.916
C 1.358 1.680 -0.376
C 1.794 0.316 -0.874
O 2.873 0.113 -1.338
O 0.780 -0.593 -0.835
H -3.377 2.079 0.030
H -0.542 2.550 2.162
H -0.249 3.428 0.636
H 2.225 2.327 -0.342
H 0.643 2.061 -1.111
O 3.497 -3.009 2.689
C 2.631 -2.147 2.740
O 2.172 -1.400 1.794
C 2.045 -1.820 4.091
C 2.777 -1.658 5.279
C 2.187 -0.906 6.236
C 0.956 -0.155 6.045
C 0.282 -0.299 4.881
C 0.659 -1.417 4.038
O -0.143 -1.953 3.235
N -0.685 0.579 4.439
O -0.937 0.620 3.123
O -1.155 1.462 5.193
N 2.898 -0.713 7.524
O 3.996 -1.210 7.649
O 2.332 -0.043 8.366
H 3.772 -2.058 5.396
H 0.619 0.557 6.783
C -1.364 -1.872 -2.013
Si 0.482 -1.962 -1.912
C 1.205 -1.655 -3.618
C 0.420 -2.573 -4.581
C 0.944 -0.195 -4.029
C 2.703 -1.966 -3.755
C 0.996 -3.500 -0.990
C 0.774 -4.763 -1.843
C 2.473 -3.430 -0.565
C 0.071 -3.594 0.240
H -1.783 -2.837 -2.321
H -1.695 -1.119 -2.736
H -1.790 -1.613 -1.040
H -0.654 -2.356 -4.582
H 0.550 -3.634 -4.346
H 0.792 -2.413 -5.601
H -0.119 0.063 -3.977
H 1.266 -0.051 -5.068
H 1.508 0.515 -3.419
H 2.904 -3.030 -3.598
H 3.317 -1.395 -3.056
H 3.024 -1.720 -4.776
H 1.478 -4.813 -2.679
H -0.244 -4.833 -2.245
H 0.944 -5.649 -1.218
H 3.132 -3.484 -1.434
H 2.709 -4.278 0.089
H 2.715 -2.525 -0.007
H -0.936 -3.913 -0.044
H -0.058 -2.622 0.745
H 0.468 -4.279 0.995
*
```

Atomic partial charges in e from the Löwdin method, atoms 1 to 6: 1.42, 0.17, -0.48, 0.03, -0.10, -0.18

(7)
Computed, not measured: a structure of composition C20H28MoN2Si in a non-equilibrium geometry, with wB97M-V/def2-TZVPD.

Values from the calculation:
HOMO-LUMO gap (spin up / spin down)	5.730 / 5.794	eV
DFT total energy	-33889.1074	eV
highest occupied orbital energy (spin up / spin down)	-13.5 / -14.1	eV

Geometry as ORCA input:
```
! wB97M-V def2-TZVPD RIJCOSX def2/J DEFGRID3
* xyz 2 3
C -0.454 -1.843 0.774
C 0.315 -2.245 -0.358
C 1.650 -1.758 -0.168
H -0.007 -2.936 -1.130
C 1.692 -0.996 1.048
C 0.381 -1.072 1.641
H 0.162 -0.827 2.688
H -1.424 -2.258 1.057
H 2.515 -1.989 -0.758
H 2.587 -0.559 1.498
Mo 0.438 0.036 -0.493
C 2.186 3.740 -3.381
H 3.160 3.294 -3.106
H 1.738 4.091 -2.425
H 1.587 2.917 -3.821
Si 2.783 -0.274 -3.229
C 2.443 -0.482 -5.049
C 2.323 -1.750 -5.666
H 2.246 -2.657 -5.056
C 2.380 -1.848 -7.060
H 2.393 -2.828 -7.525
C 2.454 -0.701 -7.846
H 2.477 -0.779 -8.926
C 2.421 0.564 -7.249
H 2.403 1.468 -7.860
C 2.403 0.684 -5.855
H 2.409 1.685 -5.402
C 4.704 -0.141 -3.052
C 5.598 -0.469 -4.103
H 5.260 -0.694 -5.120
C 6.980 -0.490 -3.874
H 7.651 -0.817 -4.672
C 7.500 -0.076 -2.642
H 8.575 -0.098 -2.449
C 6.633 0.409 -1.654
H 7.013 0.835 -0.726
C 5.252 0.369 -1.851
H 4.594 0.754 -1.073
H 1.961 -1.401 -2.693
H 2.305 4.628 -4.009
N -0.086 1.635 0.917
C -1.535 1.957 1.170
C -2.242 1.851 -0.155
N -1.746 0.616 -0.862
H 0.335 2.413 0.406
H 0.444 1.636 1.787
H -1.954 1.255 1.905
H -1.634 2.968 1.599
H -3.331 1.815 -0.008
H -2.030 2.731 -0.777
H -1.847 0.759 -1.869
H -2.412 -0.146 -0.689
*
```

Atomic partial charges in e from the Löwdin method, atoms 1 to 6: -0.12, -0.17, -0.27, 0.13, -0.19, -0.13

(8)
Computed, not measured: the molecule C20H28N2O2, with wB97M-V/def2-TZVPD.

Values from the calculation:
HOMO-LUMO gap	8.757	eV
DFT total energy	-28269.5745	eV
highest occupied orbital energy	-8.1	eV
structure (SMILES)	O=C(NCCC1=CCCCC1)c1ccc(CN2CCOCC2)cc1

Geometry as ORCA input:
```
! wB97M-V def2-TZVPD RIJCOSX def2/J DEFGRID3
* xyz 0 1
O 0.151 -0.477 -2.136
C -0.543 -0.221 -1.171
N -1.079 1.005 -0.956
H -1.651 1.163 -0.144
C -0.779 2.139 -1.795
H -1.711 2.615 -2.117
H -0.256 1.744 -2.668
C 0.102 3.164 -1.065
C 0.408 4.348 -1.938
C -0.093 5.551 -1.688
C 0.169 6.768 -2.520
C 0.788 6.409 -3.868
C 1.896 5.383 -3.665
C 1.299 4.089 -3.121
H 0.714 3.602 -3.909
H 2.093 3.396 -2.836
H 2.625 5.777 -2.953
H 2.413 5.188 -4.606
H 0.022 5.984 -4.519
H 1.179 7.307 -4.350
H 0.844 7.431 -1.967
H -0.765 7.317 -2.666
H -0.719 5.708 -0.819
H -0.412 3.495 -0.159
H 1.032 2.670 -0.771
C -0.899 -1.251 -0.151
C -1.081 -0.956 1.197
C -1.380 -1.964 2.095
C -1.502 -3.284 1.677
C -1.323 -3.573 0.328
C -1.015 -2.572 -0.573
H -0.859 -2.795 -1.617
H -1.424 -4.592 -0.018
C -1.789 -4.386 2.672
N -0.650 -5.029 3.299
C 0.210 -5.842 2.461
C 1.383 -5.063 1.849
H 2.077 -5.745 1.354
O 2.129 -4.405 2.852
C 1.311 -3.507 3.570
C 0.137 -4.244 4.230
H -0.510 -3.535 4.747
H 0.548 -4.944 4.968
H 1.953 -3.054 4.328
H 0.942 -2.722 2.892
H 1.018 -4.326 1.117
H -0.384 -6.308 1.674
H 0.623 -6.631 3.101
H -2.357 -5.178 2.174
H -2.406 -3.986 3.483
H -1.519 -1.721 3.140
H -0.962 0.055 1.561
*
```

Atomic partial charges in e from the Löwdin method, atoms 1 to 6: 0.07, -0.46, 0.06, 0.13, -0.17, 0.13

What is the formula in the eighth record?
C20H28N2O2

The lowest DFT total energy belongs to which entry?
C20H28F12O16S2

Look up the DFT total energy of the fifth one.
-51487.2455 eV

What is the DFT total energy in the third record?
-56724.3898 eV